Entry from the OMol25 dataset: 4 unconnected molecules or ions with the total composition C23H34FN4O4 at a distorted geometry (ωB97M-V with the def2-TZVPD basis set).

Results
E = -41247.92318 eV
Frontier orbital gap = 7.64 eV

Structure (ORCA input):
```
! RIJCOSX wB97M-V def2-TZVPD def2/J DEFGRID3
* xyz 1 1
F -1.57709 4.93762 6.24214
O -0.85831 5.74864 3.45381
O 0.43144 2.05824 0.51387
O 0.12712 7.89755 2.73837
O 1.39971 4.27613 0.36508
N 2.11007 -2.27745 3.08689
N -2.82655 -7.62315 -4.43224
N 1.31356 -3.00499 -3.59598
N -0.03305 4.71511 3.20908
C 2.72203 -2.50917 -1.43187
C -4.19689 6.03174 0.08436
C -1.00059 7.04149 -0.41087
C -0.10962 -5.29897 -5.80425
C -1.40136 3.81680 5.25816
C 0.46839 3.32757 0.99523
C 0.69124 -5.43708 2.54936
C 0.43736 -6.52576 -5.08637
C -3.59256 6.30697 -1.42430
C -0.37179 -7.79278 -5.35872
C 2.45891 0.02137 -1.54776
C 1.93347 -2.79012 -2.63822
C 1.25209 -3.05427 2.99641
C -0.68834 6.84355 2.48520
C 2.25793 -1.24026 -0.71863
C 1.37746 -5.52406 1.19248
C 0.10555 3.96898 4.55282
C -0.57956 3.68734 2.22955
C 0.16900 -4.03773 2.87082
C -2.02572 6.82581 -1.69488
C -1.60533 6.72283 1.09165
C -1.74162 -7.70155 -4.83786
C -3.18510 6.24236 1.35789
H -5.30994 5.68115 0.31362
H -0.53819 -3.71693 2.09723
H -3.57407 6.05230 2.47043
H -1.58346 7.01895 -2.76636
H -2.27258 3.80297 4.46746
H -1.62032 3.96238 1.76693
H -0.39501 -7.99599 -6.43558
H 2.82215 -1.13631 0.21621
H 2.26691 -4.88740 1.15120
H 0.47436 -6.32546 -4.00907
H 0.77486 4.66211 5.23901
H 3.78348 -2.42378 -1.69165
H -0.15262 -6.13773 2.55852
H 3.51164 0.14837 -1.81925
H -4.31430 6.11844 -2.32942
H 0.52743 -4.43112 -5.60630
H 0.67252 2.94995 4.45544
H 2.63079 -3.35616 -0.74160
H 0.92146 4.99045 2.86301
H 2.14699 0.90150 -0.97657
H 1.47030 -6.69080 -5.41636
H 0.11120 7.40404 -0.53676
H 1.05306 4.42389 -0.57642
H 1.19969 -1.32621 -0.44514
H -1.46384 2.77948 5.82798
H -0.74023 2.65557 2.80776
H 1.69670 -6.55263 0.99676
H -1.12046 -5.05260 -5.46414
H 1.86579 -0.00422 -2.46740
H -0.13887 -5.45886 -6.88668
H 0.13316 -8.64323 -4.88550
H 0.69815 -5.22077 0.38959
H 1.38937 -5.76769 3.32740
H -0.38798 -4.07642 3.81445
*
```